{
  "formula": "C41H55N11O6S3Zr",
  "method": "ωB97M-V/def2-TZVPD",
  "species": ["H", "O", "H", "C", "H", "H", "H", "C", "C", "H", "C", "C", "N", "H", "C", "C", "C", "S", "H", "H", "C", "C", "C", "C", "N", "H", "C", "N", "C", "O", "H", "C", "O", "C", "H", "C", "H", "S", "N", "H", "H", "H", "H", "H", "C", "H", "C", "H", "H", "H", "H", "H", "H", "H", "H", "H", "H", "C", "N", "N", "H", "H", "H", "C", "C", "H", "C", "H", "C", "N", "H", "C", "H", "O", "C", "H", "C", "H", "N", "C", "C", "S", "H", "H", "O", "H", "H", "C", "C", "C", "C", "C", "H", "H", "H", "C", "H", "C", "H", "H", "N", "H", "C", "H", "C", "C", "H", "H", "H", "N", "O", "Zr", "C", "H", "C", "H", "N"],
  "xyz": [[-0.38, 4.11, 4.80], [3.30, -6.46, 2.77], [-3.49, -7.07, 1.15], [-4.10, -6.36, 1.71], [-4.08, 3.49, -5.30], [-2.23, 0.93, -2.41], [-7.86, 0.86, 1.62], [4.72, 0.98, 0.38], [1.39, -3.39, -0.24], [-4.65, -4.14, -0.92], [1.26, 1.08, -4.12], [-3.40, 3.35, -4.47], [-3.34, -2.97, 1.26], [-2.02, -0.46, 3.89], [-1.25, 0.12, 4.39], [-1.84, 4.28, -2.89], [3.52, 1.66, -3.89], [-0.50, 2.82, -1.03], [-1.77, 1.25, -0.11], [-2.31, 6.51, 2.77], [-1.12, 3.99, 0.14], [-2.45, 3.95, 0.56], [2.09, -4.56, -0.01], [-7.00, 0.48, 2.18], [1.17, -2.49, 0.72], [5.78, -0.17, -1.11], [6.00, 2.60, 1.59], [-0.79, 1.37, -0.38], [1.66, -2.73, 1.95], [1.57, 3.89, 3.18], [-4.44, 0.74, 3.12], [2.62, -4.79, 1.25], [-0.69, -0.81, 1.91], [-7.23, -1.00, 2.48], [-3.78, 1.25, -4.31], [7.16, 2.22, 0.87], [-4.44, -1.53, 2.85], [-3.25, -0.92, -0.45], [3.44, 1.55, -2.57], [-6.55, -1.38, 3.26], [-8.24, -1.18, 2.85], [-3.62, -3.35, 2.16], [1.17, 4.28, 3.97], [-3.43, -5.80, 2.36], [2.25, 1.22, -2.08], [2.77, -4.02, 3.25], [-4.90, -5.46, 0.77], [4.21, -6.23, -0.25], [-2.14, -4.58, 0.76], [-1.30, 5.13, -2.49], [-0.08, 2.71, 5.83], [-5.66, -6.06, 0.26], [-1.70, 0.73, 5.17], [0.98, -3.16, -1.21], [-1.18, -1.25, -1.35], [4.60, -7.48, 0.89], [8.42, 3.57, 1.77], [-2.35, 1.91, -2.85], [8.35, 2.80, 1.13], [2.10, 1.14, -0.67], [-2.40, -3.40, -0.52], [-5.45, -4.71, 1.33], [0.37, 0.87, -4.70], [2.44, 1.47, -4.73], [-0.22, 4.92, 0.64], [-6.99, 1.04, 3.12], [-2.71, 4.44, -3.96], [7.94, 0.92, -0.66], [-2.87, 4.85, 1.52], [-0.29, 0.47, 2.22], [-3.90, 4.84, 1.86], [2.39, -3.85, 2.25], [6.08, 3.37, 2.35], [3.32, -1.00, -0.63], [0.06, 2.28, 3.72], [-3.59, -5.54, -0.94], [-3.23, 2.09, -3.92], [3.92, 2.29, 1.91], [1.00, 2.67, 2.94], [-5.74, 0.79, 1.39], [-2.89, -3.95, 0.28], [3.23, 0.26, 0.08], [-5.72, 1.87, 1.19], [-0.01, -0.43, -2.12], [-0.20, -1.15, -1.46], [0.81, 4.92, 0.31], [-3.59, 0.95, 1.59], [7.05, 1.21, -0.11], [-4.43, 0.43, 2.07], [3.37, -6.05, 1.64], [-0.51, 3.03, 4.88], [4.80, 1.99, 1.35], [-3.15, 3.24, 0.14], [4.50, 1.92, -4.29], [-1.59, 2.88, 4.94], [-1.68, 3.01, -2.35], [-2.84, 5.42, -4.39], [-1.97, 5.79, 2.03], [-0.57, -0.58, 4.87], [-5.77, 0.31, 0.41], [4.08, -6.64, 0.66], [9.16, 2.58, 0.58], [-4.03, -4.78, -0.29], [2.51, 1.58, -5.80], [-0.49, 0.93, 3.39], [-3.56, -1.67, 1.05], [0.03, 6.57, 1.99], [2.21, -5.27, -0.81], [1.46, -1.99, 2.71], [1.16, 0.93, -2.80], [2.52, 0.12, 1.41], [0.58, -0.19, 0.39], [-0.66, 5.83, 1.60], [-7.09, -1.61, 1.59], [5.85, 0.60, -0.36], [-4.76, -6.94, 2.36], [-4.11, -0.99, 2.07]],
  "relative_energy_kj_mol": 200.0,
  "gap_ev": 7.9,
  "charge": 2,
  "homo_ev": -12.4,
  "e_lumo_ha": -0.16699
}